{"formula": "C14H19Cl3F6O2W", "method": "the ωB97M-V functional and the def2-TZVPD basis", "species": ["C", "C", "C", "C", "C", "C", "C", "C", "C", "C", "W", "Cl", "Cl", "Cl", "H", "H", "H", "H", "H", "H", "H", "H", "H", "H", "H", "H", "H", "H", "H", "O", "H", "C", "C", "O", "C", "F", "F", "F", "C", "F", "F", "F", "H", "H", "H"], "xyz": [[2.16974, 1.59314, 0.17171], [1.50514, 2.70130, -0.50389], [0.65082, 2.13115, -1.52834], [1.86689, 4.14131, -0.34163], [0.81969, 0.68482, -1.47169], [1.77398, 0.37864, -0.46617], [2.42469, -0.94716, -0.29551], [3.19784, 1.66434, 1.25364], [-0.04001, 2.83747, -2.65222], [0.21394, -0.34243, -2.37151], [-0.01926, 1.53661, 0.45912], [-1.16759, 3.49461, 0.79553], [0.44936, 1.53698, 2.74370], [-2.00819, 0.63990, -0.28830], [2.38136, 4.27914, 0.61155], [0.98019, 4.78834, -0.32498], [2.52529, 4.46967, -1.16641], [-0.71947, 3.61174, -2.27053], [-0.61669, 2.12836, -3.25293], [0.66022, 3.28398, -3.37568], [-0.79458, -0.04640, -2.69750], [0.08662, -1.28387, -1.81196], [0.85915, -0.54182, -3.24712], [1.79488, -1.71701, -0.74099], [2.54345, -1.19422, 0.76237], [3.40287, -0.96417, -0.79927], [3.05008, 2.52065, 1.92663], [4.21365, 1.72390, 0.83053], [3.15561, 0.75595, 1.86926], [0.50385, -1.22688, 1.57550], [-0.10836, -1.75060, 0.93540], [-2.54152, -1.69521, 1.93008], [-2.15975, -2.73862, 0.86091], [-1.19679, -2.42739, 0.01735], [-1.75132, -4.12856, 1.59644], [-2.76257, -4.56320, 2.41275], [-1.45134, -5.13570, 0.74024], [-0.66074, -3.92661, 2.38387], [-3.51572, -2.96372, 0.00055], [-4.55747, -3.37241, 0.79138], [-3.90289, -1.79044, -0.57412], [-3.35933, -3.86278, -0.99663], [-1.63306, -1.33393, 2.43154], [-3.25437, -2.10829, 2.65421], [-3.00828, -0.84055, 1.42313]], "forces_ev_per_angstrom": [[0.7, 0.2, -1.0], [1.1, -0.4, -0.7], [1.2, -0.5, -0.7], [-0.2, 0.3, 0.0], [0.5, 0.7, -0.3], [0.9, 0.2, -0.5], [0.0, -0.3, 0.2], [0.4, 0.0, 0.3], [-0.4, 0.2, 0.0], [-0.4, -0.4, 0.0], [-1.6, -3.6, 2.6], [-0.9, 1.8, 0.1], [0.1, 0.5, 0.9], [-0.8, 0.0, -0.5], [0.0, 0.1, -0.1], [0.1, -0.2, 0.0], [-0.1, -0.1, 0.3], [0.1, -0.1, -0.2], [-0.1, 0.0, 0.3], [0.1, 0.1, 0.4], [0.4, -0.1, 0.0], [-0.1, 0.3, -0.2], [-0.2, 0.2, 0.2], [0.1, -0.1, 0.2], [-0.2, 0.0, -0.2], [0.0, 0.2, -0.1], [0.0, -0.3, -0.2], [-0.2, 0.1, 0.0], [-0.1, 0.3, -0.1], [-0.9, 1.1, -1.3], [1.1, 0.9, 0.9], [-0.1, 0.1, 0.3], [-0.2, -0.9, -0.9], [-0.1, -0.2, -0.4], [-0.4, 1.7, -0.2], [0.4, -0.6, 0.1], [-0.2, 0.2, 0.5], [-0.8, -0.5, -0.5], [1.2, 0.4, 1.0], [-0.2, -0.1, -0.7], [0.0, -0.9, 0.2], [-0.5, 0.2, 0.2], [-0.1, -0.2, -0.2], [0.1, 0.0, 0.0], [0.2, -0.3, 0.3]], "multiplicity": 3, "total_energy_ha": -2742.30174, "total_charge": -2, "homo_energy_ha": [-0.0124, -0.0336], "gap_ev": [5.297, 5.850]}